Here is C21H17N5O4 in the gas phase from OMol25. Energies are from ωB97M-V with the def2-TZVPD basis set.

Structure (XYZ):
```
47
C21H17N5O4 | OMol25 | ωB97M-V with the def2-TZVPD basis set
O -0.89 -0.28 1.12
C -1.05 0.26 0.04
N -1.08 -0.47 -1.11
N -0.76 -1.83 -1.07
C 0.53 -2.13 -0.64
C 0.81 -3.35 -0.01
C 2.10 -3.67 0.38
C 3.14 -2.78 0.16
C 2.86 -1.58 -0.47
N 3.92 -0.64 -0.72
O 5.03 -0.90 -0.30
O 3.65 0.36 -1.35
C 1.58 -1.25 -0.88
C -1.18 1.73 -0.20
C -0.17 2.59 -0.02
C 1.19 2.35 0.44
C 2.20 3.20 -0.02
C 3.51 3.00 0.37
C 3.78 1.94 1.22
N 2.83 1.14 1.69
C 1.58 1.35 1.33
N -2.37 2.15 -0.81
C -3.58 1.52 -0.92
O -4.42 1.97 -1.66
C -3.79 0.31 -0.08
C -4.16 -0.89 -0.68
C -4.38 -2.01 0.11
C -4.27 -1.92 1.49
C -3.94 -0.72 2.08
C -3.69 0.40 1.30
H -1.14 -0.05 -2.02
H -1.48 -2.38 -0.61
H 0.00 -4.04 0.18
H 2.29 -4.61 0.87
H 4.15 -3.00 0.47
H 1.42 -0.30 -1.36
H -0.35 3.62 -0.34
H 1.95 4.01 -0.70
H 4.30 3.64 0.01
H 4.79 1.71 1.53
H 0.86 0.68 1.78
H -2.33 3.07 -1.25
H -4.26 -0.94 -1.75
H -4.66 -2.94 -0.36
H -4.45 -2.80 2.10
H -3.86 -0.65 3.16
H -3.42 1.33 1.77
```

Summary:
**HOMO**: -8.53 eV
**LUMO**: -0.39 eV
**Net charge**: 0
**ΔE to the lowest compared entry with this formula, charge and spin**: 22.7 kJ/mol

These are the Mulliken partial charges, in e, on atoms 1 to 5: -0.61 0.19 0.40 -0.60 0.55

Here is a molecular structure, C32H62AsBN13O2Si3V from OMol25. Energies are from ωB97M-V with the def2-TZVPD basis set.

Structure (XYZ):
```
115
C32H62AsBN13O2Si3V | OMol25 | ωB97M-V with the def2-TZVPD basis set
V -0.39 -0.02 -0.01
C -5.01 0.16 -0.44
C -3.86 -0.61 -0.27
N -2.77 0.13 -0.38
N -3.18 1.40 -0.58
C -4.53 1.44 -0.64
B -2.05 2.46 -0.51
N -1.45 2.18 0.94
C -1.60 2.95 2.04
C -1.54 2.16 3.16
C -1.32 0.87 2.68
N -1.27 0.90 1.36
N -1.17 2.03 -1.73
C -1.23 2.45 -3.01
C -0.50 1.59 -3.80
C -0.04 0.61 -2.92
N -0.47 0.88 -1.69
N -2.59 3.90 -0.55
C -3.63 4.23 0.31
C -4.05 5.53 0.13
C -3.32 6.08 -0.88
N -2.39 5.06 -1.41
H -6.03 -0.16 -0.43
H -3.78 -1.67 -0.08
H -5.07 2.36 -0.81
H -1.75 4.01 1.99
H -1.62 2.46 4.19
H -1.18 -0.04 3.24
H -1.82 3.29 -3.33
H -0.35 1.65 -4.86
H 0.57 -0.25 -3.13
H -3.98 3.51 1.02
H -4.84 6.02 0.68
H -3.36 7.04 -1.35
N 1.71 -0.02 -0.12
C 2.63 -0.23 1.04
C 4.04 0.21 0.59
C 5.07 0.77 1.59
C 5.43 -0.02 2.85
N 5.67 -1.46 2.63
C 5.25 -2.44 3.43
N 4.18 -2.30 4.17
N 5.90 -3.62 3.40
C 2.04 0.61 2.22
O 2.17 0.19 3.39
O 1.44 1.63 1.84
H 2.13 -0.44 -0.95
H 1.74 1.01 -0.25
H 2.62 -1.28 1.33
H 3.89 1.01 -0.14
H 4.51 -0.62 0.06
H 4.73 1.75 1.92
H 5.99 0.93 1.03
H 4.67 0.10 3.61
H 6.36 0.39 3.25
H 6.49 -1.66 2.07
H 3.52 -1.50 4.05
H 3.94 -3.02 4.84
H 6.82 -3.69 3.00
H 5.64 -4.35 4.04
C -2.94 -2.79 2.14
Si -1.30 -3.45 1.47
C -1.28 -5.33 1.37
C 0.07 -2.89 2.65
As -0.67 -2.40 -0.62
Si -2.26 -3.27 -2.40
C -2.42 -5.10 -1.99
C -1.38 -2.85 -4.02
C -4.01 -2.59 -2.57
Si 1.36 -3.69 -1.27
C 2.88 -3.32 -0.19
C 1.81 -3.13 -3.02
C 1.22 -5.57 -1.18
H -3.05 -3.13 3.17
H -3.81 -3.17 1.59
H -2.98 -1.70 2.13
H -1.44 -5.73 2.37
H -0.32 -5.70 1.02
H -2.06 -5.73 0.73
H -0.24 -3.06 3.68
H 0.29 -1.82 2.55
H 0.99 -3.45 2.47
H -1.50 -5.55 -1.64
H -2.73 -5.64 -2.89
H -3.19 -5.26 -1.24
H -0.61 -3.57 -4.28
H -0.94 -1.85 -4.00
H -2.12 -2.86 -4.83
H -4.66 -2.86 -1.74
H -4.43 -3.04 -3.47
H -4.04 -1.51 -2.70
H 3.33 -2.35 -0.40
H 3.64 -4.07 -0.43
H 2.67 -3.40 0.88
H 1.37 -2.17 -3.30
H 1.49 -3.86 -3.76
H 2.89 -3.05 -3.12
H 1.51 -5.93 -0.19
H 1.94 -5.99 -1.89
H 0.25 -5.99 -1.42
C -1.05 5.74 -1.77
C 0.09 5.97 -0.74
C -0.35 6.42 0.66
C 0.97 7.08 -1.37
C 0.94 4.78 -0.75
N 1.59 3.86 -0.95
H -1.37 6.72 -2.11
H -2.75 4.81 -2.34
H -0.62 5.21 -2.61
H -0.41 7.50 0.70
H 0.38 6.09 1.40
H -1.33 6.03 0.94
H 0.41 8.01 -1.44
H 1.32 6.80 -2.37
H 1.84 7.25 -0.74
```

Summary:
**HOMO (spin up / spin down)**: -14.59 / -15.42 eV
**<S²>**: 3.7904
**2S+1**: 4
**LUMO (spin up / spin down)**: -7.52 / -7.54 eV
**Net charge**: +3
**ΔE to the lowest compared entry with this formula, charge and spin**: 546.0 kJ/mol

These are the Mulliken partial charges, in e, on atoms 1 to 5: -0.55 -2.22 -0.93 0.32 0.06